1.
Entry from the OMol25 dataset: a 2-piece molecular cluster, C2H3FINO overall at a distorted geometry (ωB97M-V/def2-TZVPD).

Positions of all 9 atoms, in Å:
C (0.9597, -0.6827, 0.1226)
C (-1.1657, 0.4633, 0.0901)
N (-1.0393, 1.6101, -0.2582)
O (-0.5169, 2.6251, -0.3854)
F (2.2195, -1.3240, -0.2543)
I (-2.4932, -1.0577, 0.2298)
H (0.9052, 0.3010, -0.3293)
H (0.2489, -1.3530, -0.3658)
H (0.8820, -0.5820, 1.1505)

Calculated values
Energy relative to the best compared isomer or geometry (same formula, charge and spin) = 346.77 kJ/mol
Orbital gap = 8.83 eV
LUMO energy = -0.9150 eV
Maximum force = 6.30 eV Å⁻¹
Total charge = 0
Electronic energy = -16473.6490 eV

***

2.
Entry from the OMol25 dataset: a 9-piece molecular cluster, C40H104N6O14 overall at a distorted geometry (ωB97M-V/def2-TZVPD).

Positions of all 164 atoms, in Å:
C (4.4917, 5.3255, -0.3485)
C (5.7595, 6.0660, -0.7323)
O (5.5370, 7.4845, -0.8665)
H (4.2247, 5.3626, 0.7078)
H (4.4495, 4.2922, -0.6850)
H (3.6969, 5.8190, -0.9238)
H (6.0888, 5.6999, -1.7077)
H (6.5791, 5.8853, -0.0233)
H (4.8127, 7.7391, -0.2868)
C (5.6142, -3.3301, 1.5937)
C (5.9774, -4.1025, 0.3384)
O (4.9498, -3.8451, -0.6535)
H (6.4776, -3.1418, 2.2423)
H (4.7975, -3.7405, 2.1833)
H (5.3417, -2.3014, 1.3196)
H (6.0347, -5.1825, 0.5033)
H (6.9375, -3.7469, -0.0515)
H (5.1933, -4.4131, -1.3985)
C (-3.1501, -1.6507, 0.9802)
C (-2.2223, -1.1526, 2.0768)
O (-1.1098, -2.0617, 2.2998)
H (-3.7832, -0.8261, 0.6179)
H (-3.7737, -2.4876, 1.2931)
H (-2.7151, -1.9387, 0.0118)
H (-2.8665, -1.0758, 2.9507)
H (-1.7491, -0.2298, 1.7308)
H (-0.3318, -1.6915, 1.8800)
C (-0.3927, -1.3582, -2.5597)
O (0.8319, -1.5342, -1.8215)
C (1.0637, -0.4593, -0.9803)
C (2.4839, -0.5611, -0.4393)
N (2.6890, 0.4682, 0.5613)
C (3.6740, 0.1067, 1.5838)
C (3.8279, 1.1897, 2.6025)
O (4.3062, 2.5136, 2.1773)
C (5.3973, 2.5147, 1.2784)
H (-0.5462, -2.3107, -3.0752)
H (-0.2649, -0.4898, -3.1993)
H (-1.2478, -1.3353, -1.8689)
H (0.4008, -0.4434, -0.0993)
H (0.9081, 0.4977, -1.5066)
H (3.2350, -0.6357, -1.2429)
H (2.5494, -1.5290, 0.0815)
H (2.9475, 1.3302, 0.0835)
H (4.6260, -0.2487, 1.1655)
H (3.1439, -0.6873, 2.1261)
H (4.5250, 0.9869, 3.4194)
H (2.8241, 1.4241, 2.9536)
H (6.1388, 1.7715, 1.5991)
H (5.7863, 3.5073, 1.1190)
H (5.0447, 2.1508, 0.2999)
C (-2.9553, 1.2266, -1.4361)
O (-4.0555, 1.2693, -0.5533)
C (-4.7190, 2.5006, -0.3679)
C (-5.8867, 2.2783, 0.5386)
N (-5.4892, 2.4789, 1.9483)
C (-4.9045, 1.3266, 2.5783)
C (-4.5363, 1.6031, 4.0257)
O (-5.6193, 2.1459, 4.6753)
C (-5.3179, 2.7989, 5.8422)
H (-2.8545, 0.1603, -1.6181)
H (-2.0142, 1.6767, -1.0814)
H (-3.1944, 1.7594, -2.3735)
H (-5.0317, 2.8897, -1.3531)
H (-4.0500, 3.2428, 0.0852)
H (-6.3414, 1.2865, 0.4348)
H (-6.6289, 3.0655, 0.3932)
H (-6.2479, 2.8670, 2.4835)
H (-4.0069, 0.9848, 2.0586)
H (-5.5718, 0.4330, 2.5259)
H (-3.6279, 2.2247, 3.9692)
H (-4.2805, 0.6563, 4.5245)
H (-4.7021, 3.7009, 5.6965)
H (-4.7936, 2.1612, 6.5699)
H (-6.2496, 3.1395, 6.2918)
C (-2.7755, -1.4340, 5.4200)
O (-1.7744, -2.3336, 5.8167)
C (-0.9382, -2.7018, 4.7194)
C (0.2271, -3.5977, 5.1678)
N (1.4987, -2.9147, 5.4059)
C (1.7156, -2.3452, 6.7754)
C (1.3642, -0.8674, 6.8802)
O (1.9899, -0.1427, 5.8512)
C (1.3644, 1.0390, 5.6518)
H (-3.1636, -1.7212, 4.4415)
H (-2.3571, -0.4056, 5.3603)
H (-3.4872, -1.3360, 6.2381)
H (-0.5470, -1.8218, 4.1639)
H (-1.5766, -3.1648, 3.9351)
H (0.3721, -4.3551, 4.3892)
H (-0.1121, -4.1634, 6.0401)
H (1.6458, -2.1234, 4.7845)
H (2.7710, -2.5325, 6.9767)
H (1.0546, -2.8100, 7.5129)
H (1.7707, -0.5306, 7.8513)
H (0.2827, -0.6891, 6.8741)
H (1.9043, 1.6802, 4.9632)
H (1.1424, 1.6149, 6.5613)
H (0.3680, 0.8715, 5.2036)
C (-6.9794, -3.9066, -3.7367)
O (-6.0935, -4.6735, -2.9896)
C (-5.0794, -3.9398, -2.3223)
C (-3.9260, -3.5201, -3.2105)
N (-4.1509, -2.2649, -3.9139)
C (-3.4570, -2.2921, -5.2160)
C (-3.9635, -1.1898, -6.1113)
O (-5.3533, -1.5322, -6.4734)
C (-6.2230, -0.4943, -6.3061)
H (-7.8210, -4.5539, -4.0003)
H (-6.5514, -3.5018, -4.6591)
H (-7.4531, -3.0959, -3.1559)
H (-4.6459, -4.5501, -1.5206)
H (-5.5102, -3.0740, -1.7912)
H (-3.7283, -4.3731, -3.9026)
H (-2.9125, -3.4859, -2.7840)
H (-5.0901, -2.0950, -4.2653)
H (-3.6377, -3.2875, -5.6474)
H (-2.3701, -2.1433, -5.1187)
H (-3.4813, -1.0605, -7.0803)
H (-3.9991, -0.2533, -5.5417)
H (-6.2797, -0.1471, -5.2650)
H (-7.2209, -0.8133, -6.6076)
H (-5.9588, 0.3646, -6.9396)
C (1.5156, 8.3757, -4.4267)
O (1.1960, 7.0302, -4.5914)
C (2.0820, 6.1881, -3.9142)
C (1.5566, 4.7666, -3.9393)
N (1.5881, 4.1027, -5.2114)
C (2.8797, 3.7551, -5.7283)
C (3.6878, 2.8848, -4.7560)
O (4.5514, 3.7126, -4.0519)
C (5.5781, 3.0512, -3.2940)
H (0.5852, 8.9380, -4.4823)
H (2.2059, 8.7089, -5.2110)
H (1.9981, 8.5998, -3.4694)
H (2.1848, 6.4741, -2.8554)
H (3.0930, 6.1888, -4.3534)
H (0.5098, 4.8190, -3.6134)
H (2.1053, 4.1860, -3.1949)
H (0.9049, 4.4223, -5.8714)
H (3.4438, 4.6474, -6.0221)
H (2.6575, 3.1357, -6.6006)
H (4.2606, 2.1947, -5.3914)
H (3.0008, 2.3000, -4.1278)
H (5.2003, 2.6694, -2.3351)
H (6.2739, 3.8523, -3.0209)
H (6.1270, 2.3414, -3.9159)
C (-0.0408, -4.7608, -0.1359)
C (1.4550, -4.4581, -0.0515)
C (2.2229, -5.5919, 0.6191)
O (1.6597, -6.0400, 1.8228)
C (1.5759, -5.0698, 2.8704)
N (1.9898, -4.2967, -1.4340)
H (-0.4772, -5.0083, 0.8311)
H (-0.1742, -5.6187, -0.8048)
H (-0.6274, -3.9460, -0.5719)
H (1.6563, -3.5130, 0.4866)
H (3.2609, -5.2839, 0.8039)
H (2.2361, -6.4535, -0.0488)
H (0.5979, -5.2443, 3.3492)
H (1.6775, -4.0427, 2.5413)
H (2.2696, -5.3199, 3.6873)
H (2.9850, -4.0704, -1.3581)
H (1.5591, -3.4589, -1.8217)

Calculated values
Energy relative to the best compared isomer or geometry (same formula, charge and spin) = 55.49 kJ/mol
Orbital gap = 8.73 eV
LUMO energy = 0.3721 eV
Maximum force = 2.69 eV Å⁻¹
Total charge = 0
Electronic energy = -80761.0744 eV

***

3.
Entry from the OMol25 dataset: C2H8N3O as an isolated structure at a distorted geometry (ωB97M-V/def2-TZVPD).

Positions of all 14 atoms, in Å:
C (-1.2839, -1.1228, 1.1048)
C (-0.3485, -0.3525, 0.1842)
N (1.5568, 1.0706, -0.5560)
N (0.6820, 0.6044, 0.5327)
N (-0.8399, -0.0536, -1.1361)
O (-0.2011, -1.7398, 0.3437)
H (-1.1030, -0.9624, 2.2010)
H (-2.2798, -1.1180, 0.6690)
H (1.8937, 1.9622, -0.2983)
H (2.3258, 0.4562, -0.6133)
H (1.3754, 0.2420, 1.6529)
H (0.8431, 1.2322, -1.2529)
H (-1.5439, 0.6617, -1.1866)
H (-1.0767, -0.8801, -1.6451)

Calculated values
Energy relative to the best compared isomer or geometry (same formula, charge and spin) = 563.94 kJ/mol
Orbital gap = 10.02 eV
LUMO energy = -3.9741 eV
Maximum force = 6.00 eV Å⁻¹
Total charge = +1
Electronic energy = -8710.6309 eV

***

4.
Entry from the OMol25 dataset: C44H108O34S7 as an isolated structure at a distorted geometry (ωB97M-V/def2-TZVPD).

Positions of all 193 atoms, in Å:
O (-2.7158, -2.4194, -2.6946)
S (-1.9134, -3.4780, -3.2824)
O (-2.3057, -4.8240, -3.1442)
O (-1.9115, -3.1786, -4.8523)
C (-2.2495, -1.8239, -5.3556)
C (-3.1779, -1.9877, -6.4691)
C (-0.2658, -3.2527, -2.7792)
H (-1.2744, -1.6277, -5.8771)
H (-2.6152, -1.1482, -4.5711)
H (-2.8011, -2.6148, -7.2334)
H (-3.3372, -0.9737, -6.8368)
H (-4.1907, -2.3657, -6.1698)
H (0.0598, -2.2612, -3.1004)
H (0.3984, -4.0134, -3.1869)
H (-0.2975, -3.4512, -1.7360)
O (-3.4754, -2.2522, 1.4974)
S (-3.1434, -3.5176, 0.8554)
O (-1.8354, -3.6921, 0.3315)
O (-3.3584, -4.6565, 1.8949)
C (-4.1698, -4.2878, 3.0729)
C (-3.2217, -3.9870, 4.2194)
C (-4.2038, -3.7392, -0.4702)
H (-4.8319, -5.1461, 3.1778)
H (-4.7863, -3.4471, 2.8965)
H (-3.7456, -3.6558, 5.1056)
H (-2.4782, -3.1961, 3.9836)
H (-2.5761, -4.8800, 4.3643)
H (-3.9532, -4.7563, -0.8478)
H (-4.0318, -2.9694, -1.1784)
H (-5.2650, -3.7014, -0.2612)
O (0.0703, 0.0163, -7.0361)
S (0.5292, 0.9673, -6.0074)
O (-0.2289, 1.1570, -4.8680)
O (1.9372, 0.5465, -5.3959)
C (2.9944, 0.0835, -6.3902)
C (2.7476, -1.3899, -6.6187)
C (0.8674, 2.5792, -6.8389)
H (3.8692, 0.3882, -5.7331)
H (2.9390, 0.6744, -7.3340)
H (1.8250, -1.5093, -7.2007)
H (2.6613, -1.9891, -5.7248)
H (3.6145, -1.7837, -7.1779)
H (-0.0657, 3.0974, -6.9693)
H (1.4590, 2.4626, -7.7789)
H (1.4580, 3.1335, -6.0575)
O (4.9497, -4.5177, 1.0967)
S (3.8761, -3.5461, 1.1699)
O (4.0932, -2.1391, 0.9897)
O (2.8327, -4.0270, 0.0960)
C (2.7195, -5.4268, -0.0257)
C (1.4691, -5.8560, -0.6835)
C (3.1526, -3.8083, 2.7615)
H (2.8156, -5.7418, 1.0244)
H (3.6336, -5.8780, -0.4515)
H (0.6686, -5.3282, -0.1982)
H (1.2208, -6.9862, -0.5582)
H (1.4402, -5.7340, -1.7475)
H (2.9924, -4.8681, 2.7610)
H (2.2345, -3.3394, 2.8701)
H (3.9854, -3.5244, 3.4343)
O (-0.8611, 4.7158, 2.3948)
S (0.0720, 4.9193, 1.3313)
O (0.6014, 6.2324, 1.0938)
O (1.3171, 4.0015, 1.4551)
C (1.0632, 2.6334, 1.9619)
C (2.4478, 1.9853, 2.2041)
C (-0.7567, 4.2296, -0.1423)
H (0.4972, 2.0278, 1.2665)
H (0.5184, 2.6661, 2.9073)
H (2.9363, 2.0423, 1.2321)
H (2.4597, 0.8647, 2.4753)
H (3.0376, 2.6033, 2.8816)
H (-1.1192, 3.2806, 0.1445)
H (-0.0533, 4.1547, -0.9700)
H (-1.6039, 4.8252, -0.3556)
O (-6.1737, 2.0268, -0.7363)
S (-6.5345, 0.6752, -0.8930)
O (-7.8436, 0.3387, -1.4191)
O (-5.3994, -0.0451, -1.7092)
C (-5.3653, 0.0957, -3.2187)
C (-4.8225, 1.4297, -3.7133)
C (-6.2225, -0.1085, 0.6272)
H (-6.3605, -0.1181, -3.5156)
H (-4.8098, -0.8425, -3.4333)
H (-4.5277, 1.3463, -4.7567)
H (-4.0180, 1.7178, -3.0677)
H (-5.6648, 2.1655, -3.5390)
H (-5.1852, 0.0621, 0.9419)
H (-6.4508, -1.1972, 0.5791)
H (-6.8291, 0.3522, 1.3832)
C (0.0046, -1.8872, 2.4144)
O (0.5910, -0.9907, 3.3615)
C (-0.0320, -0.9103, 4.6317)
C (0.8528, 0.0116, 5.4472)
O (0.3221, 0.1427, 6.7730)
C (1.1228, 0.9872, 7.5963)
C (2.6344, 0.6113, 7.7837)
O (3.4638, 1.0643, 6.7049)
C (4.8428, 1.1034, 7.0705)
H (-0.8348, -1.4763, 1.9159)
H (-0.3629, -2.8425, 2.9450)
H (0.8189, -2.0932, 1.6996)
H (-0.1405, -1.9311, 5.1226)
H (-1.0444, -0.5684, 4.6143)
H (0.8661, 1.0015, 4.9640)
H (1.8415, -0.4759, 5.3550)
H (0.5627, 1.0122, 8.5153)
H (1.2834, 1.9246, 7.0370)
H (2.7862, -0.4671, 7.9434)
H (2.8503, 1.1736, 8.6887)
H (5.0656, 1.9178, 7.8010)
H (5.4072, 1.4374, 6.1734)
H (5.2103, 0.1387, 7.3639)
C (8.1579, 3.4566, -4.1944)
O (8.3472, 4.8174, -4.5246)
C (7.3762, 5.6888, -3.8910)
C (5.9366, 5.6917, -4.3998)
O (5.2207, 4.5015, -4.1298)
C (4.1119, 4.3963, -4.9365)
C (2.9341, 4.9759, -4.1622)
O (1.7412, 4.7148, -4.8180)
C (0.5932, 5.2231, -4.1044)
H (9.1446, 2.9219, -4.3218)
H (7.5190, 3.0067, -4.9338)
H (7.6765, 3.3249, -3.2381)
H (7.7390, 6.7456, -4.0886)
H (7.4047, 5.5211, -2.8539)
H (5.9302, 5.8460, -5.5149)
H (5.4179, 6.5634, -3.9365)
H (3.9290, 3.3096, -5.1850)
H (4.1068, 4.8610, -5.8749)
H (3.0198, 6.0757, -4.0100)
H (2.8843, 4.5407, -3.0971)
H (0.6224, 4.8899, -3.0985)
H (-0.3088, 4.7579, -4.4548)
H (0.5678, 6.3358, -4.1890)
C (-3.3293, 2.3664, 5.8588)
O (-3.7706, 1.2540, 5.0559)
C (-3.8440, -0.0644, 5.6567)
C (-5.2928, -0.4193, 5.9590)
O (-5.9677, -0.7422, 4.6819)
C (-7.3587, -0.6374, 4.7155)
C (-8.1613, -1.4427, 5.7559)
O (-8.2152, -2.7921, 5.2616)
C (-9.1399, -3.5577, 6.0467)
H (-4.0315, 2.6189, 6.6198)
H (-3.2474, 3.2347, 5.2091)
H (-2.3373, 2.1171, 6.2926)
H (-3.2719, -0.0908, 6.5599)
H (-3.4861, -0.6883, 4.8856)
H (-5.7052, 0.5166, 6.3653)
H (-5.4225, -1.1634, 6.7431)
H (-7.6644, -1.1368, 3.7903)
H (-7.6401, 0.3919, 4.7499)
H (-9.1642, -1.0397, 5.6804)
H (-7.7171, -1.2759, 6.7726)
H (-8.7239, -4.0912, 6.9212)
H (-9.4884, -4.2699, 5.3576)
H (-10.0278, -2.9480, 6.3695)
C (-2.2997, 0.7796, 1.9916)
O (-1.4526, 0.7343, 0.8114)
C (-1.9662, 0.4456, -0.4435)
C (-0.7929, -0.0221, -1.3196)
O (0.1823, 1.0033, -1.4061)
C (1.3998, 0.5043, -1.9172)
C (2.2137, 1.7229, -2.3266)
O (2.8134, 2.4950, -1.3098)
C (4.0225, 1.8196, -0.9661)
H (-2.7571, -0.2008, 2.0048)
H (-3.0404, 1.5951, 2.0027)
H (-1.6065, 0.9223, 2.8002)
H (-2.4513, 1.2988, -0.8382)
H (-2.7371, -0.3797, -0.3803)
H (-1.2925, -0.2616, -2.3017)
H (-0.3528, -0.9238, -0.8427)
H (1.1884, -0.1576, -2.7875)
H (1.9222, -0.1559, -1.1895)
H (1.4084, 2.3516, -2.8151)
H (2.9319, 1.4595, -3.0845)
H (4.6795, 1.5843, -1.8392)
H (3.8289, 0.8274, -0.5145)
H (4.5639, 2.5619, -0.3342)
C (6.9161, -2.4382, -0.8634)
C (6.6630, -0.9216, -0.7815)
O (7.3300, -0.3222, -1.9488)
S (6.8714, -1.2569, -3.1521)
O (7.8914, -1.2504, -4.1877)
O (5.5343, -0.9818, -3.4726)
O (6.9387, -2.7234, -2.3698)
H (6.1234, -3.0334, -0.4719)
H (7.9134, -2.6192, -0.4454)
H (7.1734, -0.5026, 0.1119)
H (5.6256, -0.6320, -0.8575)

Calculated values
Orbital gap = 9.43 eV
LUMO energy = 0.1552 eV
Maximum force = 4.99 eV Å⁻¹
Total charge = 0
Electronic energy = -192827.7253 eV

***

5.
Entry from the OMol25 dataset: the molecule C21H17F3N4O2S at a distorted geometry (ωB97M-V/def2-TZVPD).

Positions of all 48 atoms, in Å:
C (4.4873, 4.1291, -4.2970)
H (3.6267, 4.4775, -4.8776)
O (4.7311, 2.7597, -4.5048)
C (3.7667, 1.8659, -4.1447)
C (2.5373, 2.1977, -3.5872)
C (1.6382, 1.1991, -3.2556)
C (1.9399, -0.1391, -3.4593)
C (3.1692, -0.4637, -4.0213)
C (4.0703, 0.5218, -4.3638)
H (5.0259, 0.2766, -4.7998)
H (3.4254, -1.4994, -4.1935)
C (0.9462, -1.2087, -3.0749)
N (0.2692, -0.9620, -1.8296)
C (0.8958, -0.8013, -0.7463)
C (0.0709, -0.5510, 0.4437)
C (0.1878, 0.4457, 1.3716)
N (-0.7454, 0.3072, 2.3566)
N (-1.5402, -0.7467, 2.0064)
C (-2.6322, -1.1401, 2.7201)
N (-3.0581, -0.5147, 3.7602)
C (-4.1696, -1.1324, 4.2637)
C (-4.8870, -0.7242, 5.3843)
C (-5.9914, -1.4552, 5.7661)
C (-6.3906, -2.5825, 5.0507)
C (-5.6913, -3.0027, 3.9360)
C (-4.5799, -2.2762, 3.5440)
S (-3.5095, -2.5608, 2.1907)
H (-5.9971, -3.8745, 3.3798)
H (-7.2595, -3.1361, 5.3724)
H (-6.5579, -1.1509, 6.6332)
H (-4.5678, 0.1496, 5.9293)
C (-1.0775, -1.3588, 0.8322)
O (-1.5915, -2.3548, 0.3804)
H (-1.0974, 1.0092, 2.9924)
C (1.1612, 1.5790, 1.4335)
F (1.4164, 2.1045, 0.2329)
F (0.6929, 2.5747, 2.2054)
F (2.3448, 1.2230, 1.9582)
C (2.3858, -0.8485, -0.5329)
H (2.6296, -1.0160, 0.5129)
H (2.8360, 0.0883, -0.8594)
H (2.8161, -1.6465, -1.1351)
H (1.4523, -2.1815, -3.0389)
H (0.1586, -1.2677, -3.8354)
H (0.6875, 1.4659, -2.8182)
H (2.2658, 3.2251, -3.4039)
H (5.3839, 4.6433, -4.6398)
H (4.3252, 4.3529, -3.2374)

Calculated values
Orbital gap = 8.41 eV
LUMO energy = -0.0147 eV
Maximum force = 1.10 eV Å⁻¹
Total charge = 0
Electronic energy = -51095.6366 eV

***

6.
Entry from the OMol25 dataset: a 2-piece molecular cluster, C4H12 overall (ωB97M-V/def2-TZVPD).

Positions of all 16 atoms, in Å:
C (-2.7430, 0.1898, -0.0118)
C (-1.7237, -0.7985, -0.5421)
H (-2.4861, 0.4936, 1.0004)
H (-2.8156, 1.0425, -0.6904)
H (-3.7757, -0.1703, -0.0432)
H (-0.7158, -0.3994, -0.4237)
H (-1.8763, -1.0550, -1.5928)
H (-1.6961, -1.7545, -0.0107)
C (2.7128, 0.2975, 0.8821)
C (1.7789, 0.3261, -0.3248)
H (3.0717, 1.2913, 1.1538)
H (2.2607, -0.1377, 1.7782)
H (3.5968, -0.3357, 0.7436)
H (1.2399, -0.6058, -0.4379)
H (2.3545, 0.4948, -1.2308)
H (1.0769, 1.1430, -0.1582)

Calculated values
Energy relative to the best compared isomer or geometry (same formula, charge and spin) = 16.97 kJ/mol
Orbital gap = 12.59 eV
LUMO energy = 1.1176 eV
Maximum force = 0.87 eV Å⁻¹
Total charge = 0
Electronic energy = -4342.3524 eV